# 1
C30H49BO2P2Ru | ωB97M-V/def2-TZVPD

XYZ file:
```
85
Properties=species:S:1:pos:R:3:forces:R:3
Ru -0.688 -0.451 -0.758 2.6 -0.3 0.5
C -2.668 1.804 -0.511 0.2 -0.8 0.7
C -3.492 1.015 -1.359 -0.4 -0.7 -0.4
C -2.451 -0.473 0.131 -1.2 2.7 1.6
C -2.001 0.949 0.455 -1.5 -1.5 -0.2
C -3.398 -0.337 -0.983 0.0 0.8 0.2
C -2.566 3.287 -0.519 0.3 0.2 -0.3
H -2.359 3.651 -1.535 -0.2 0.1 0.2
H -1.735 3.619 0.109 -0.1 0.0 0.1
H -3.476 3.800 -0.172 0.2 -0.2 -0.1
C -1.565 1.449 1.820 0.1 0.2 0.3
H -0.849 2.298 1.764 -0.5 -0.4 -0.1
H -1.053 0.670 2.408 -0.3 0.2 -0.3
H -2.443 1.821 2.418 0.7 -0.4 -0.6
C -2.469 -1.586 1.133 -0.4 -0.9 0.0
H -3.508 -2.002 1.177 0.9 0.2 0.2
H -2.112 -1.267 2.123 -0.3 -0.1 -0.5
H -1.787 -2.404 0.795 -0.9 0.6 0.8
C -4.269 -1.450 -1.449 -0.3 0.0 -0.1
H -5.176 -1.010 -1.906 0.4 -0.5 0.1
H -4.577 -2.060 -0.573 0.1 0.2 -0.7
H -3.771 -2.101 -2.190 -0.3 0.1 0.3
C -4.459 1.560 -2.399 -0.1 0.0 -0.2
H -5.369 1.971 -1.912 0.5 -0.2 -0.2
H -4.813 0.794 -3.120 0.3 0.3 0.5
H -4.036 2.373 -3.015 0.0 -0.2 0.4
C 1.522 0.668 -1.506 -1.4 0.0 0.9
C 0.276 1.325 -1.581 1.1 0.5 -0.5
C -0.330 1.783 -2.920 0.8 1.7 0.6
C -0.952 0.646 -3.708 -0.8 -1.0 -1.0
C -0.929 -0.742 -3.066 -0.5 -0.1 -0.9
C 0.211 -1.443 -2.824 0.1 -0.6 -0.7
C 1.566 -1.023 -3.385 0.0 -0.7 -0.2
C 2.249 0.190 -2.744 0.7 0.7 0.1
H 0.443 2.325 -3.539 -0.6 -0.7 0.6
H -0.504 0.572 -4.710 0.2 -0.1 0.2
H -1.081 2.587 -2.707 0.5 -0.9 -0.1
H 2.358 1.010 -3.474 -0.5 -0.1 0.2
H 1.878 0.390 -0.471 -0.2 0.2 -1.5
H -0.205 1.768 -0.658 0.7 -0.5 -0.9
H 3.314 -0.047 -2.556 -0.6 -0.1 0.4
H 2.241 -1.878 -3.300 -0.1 0.0 0.1
H 0.145 -2.498 -2.500 -0.1 0.6 -0.4
H 1.478 -0.905 -4.482 -0.2 0.2 0.5
H -2.001 0.864 -3.952 0.2 0.1 0.3
H -1.892 -1.289 -3.121 0.6 0.4 0.5
P 1.772 2.611 0.370 0.9 0.8 -0.2
C 1.642 3.105 2.074 -0.4 0.2 0.8
H 2.625 3.358 2.510 -0.3 -0.1 -0.3
H 1.202 2.269 2.641 0.2 0.3 0.1
H 0.973 3.982 2.114 0.2 -0.4 0.2
C 3.454 2.062 0.118 0.6 -0.4 -0.1
H 4.116 2.929 0.188 0.0 -0.1 0.2
H 3.586 1.599 -0.865 0.0 0.3 0.2
H 3.702 1.301 0.872 0.0 0.3 -0.1
C 1.522 4.065 -0.661 -0.4 0.0 -0.4
H 1.579 3.784 -1.726 0.1 0.2 0.4
H 2.297 4.802 -0.420 -0.2 0.0 0.0
H 0.515 4.470 -0.469 0.4 0.0 -0.1
P 1.061 -3.169 0.379 -1.2 2.6 0.0
C -0.484 -3.880 -0.329 -0.3 -0.8 -1.0
H -0.239 -4.512 -1.215 -0.1 0.3 0.6
H -1.316 -3.176 -0.649 1.4 -0.8 0.3
H -0.888 -4.562 0.466 0.3 0.6 -0.7
C 2.624 -3.030 -0.475 0.9 -0.9 -1.0
H 2.622 -2.806 -1.555 -0.3 -0.2 0.5
H 3.147 -3.984 -0.312 0.0 0.2 -0.3
H 3.221 -2.255 0.024 -0.4 -0.1 0.1
C 1.369 -4.150 1.783 0.4 -0.8 0.8
H 1.674 -5.132 1.426 0.0 -0.3 0.2
H 0.485 -4.243 2.405 -0.1 0.1 0.1
H 2.180 -3.721 2.365 0.1 0.1 0.1
O 0.159 -1.218 2.391 -0.7 -0.2 -1.7
B 0.938 -1.269 1.028 -0.3 0.7 5.2
O 2.291 -0.879 1.688 0.2 0.2 -1.2
C 2.239 -0.682 3.080 -1.6 -0.7 1.4
C 3.217 -0.634 4.125 0.4 0.2 -0.7
C 2.800 -0.768 5.464 -0.6 0.2 -0.2
C 1.453 -0.957 5.825 0.1 0.1 0.0
C 0.470 -1.046 4.851 0.0 0.3 -1.3
C 0.889 -0.857 3.497 0.9 -1.3 -0.6
H 4.311 -0.512 3.978 -0.9 -0.2 -0.3
H 3.518 -0.748 6.287 0.0 0.1 -0.5
H 1.153 -1.054 6.880 0.4 0.0 -0.6
H -0.571 -1.314 5.116 0.7 0.3 -0.4
```
Forces are in eV/Å.

Charge   +2
Orbital gap (alpha / beta)   5.81 / 4.36 eV
HOMO energy (alpha / beta)   -12.113 / -12.274 eV
2S+1   5

# 2
C30H49CaN3O7P2S2 | ωB97M-V/def2-TZVPD

XYZ file:
```
94
Properties=species:S:1:pos:R:3:forces:R:3
Ca -0.955 -0.228 -1.230 -0.1 0.5 -1.7
C -4.047 0.434 3.949 -0.1 0.1 0.1
C -3.362 0.310 2.616 0.4 0.0 0.0
C -3.730 1.389 1.633 -0.1 0.2 -0.1
O -1.893 0.430 2.861 -0.6 0.2 0.2
P -0.855 -0.512 2.197 0.0 0.0 -1.1
O -1.203 -0.911 0.784 -0.1 -0.2 1.7
C 0.643 0.477 2.188 0.2 0.0 0.2
P 0.562 1.855 1.023 -0.8 -0.5 -0.4
O 0.213 1.267 -0.313 1.0 1.5 1.2
O -0.559 2.825 1.481 -0.3 0.2 0.2
C -0.600 3.845 2.561 0.1 -0.2 -0.3
C -0.026 5.134 2.028 0.0 0.1 0.0
C 0.054 3.354 3.830 0.1 0.0 0.1
O 1.852 2.683 1.120 0.9 0.3 -0.1
C 3.248 2.405 0.679 -0.3 0.1 0.1
C 4.014 1.923 1.883 0.1 -0.2 0.1
C 3.284 1.483 -0.514 0.1 -0.2 -0.1
O -0.664 -1.799 3.032 0.2 -0.3 0.4
C -0.116 -2.020 4.402 -0.1 0.0 -0.3
C 1.363 -2.289 4.276 0.2 0.0 0.0
C -0.456 -0.904 5.359 0.0 0.1 0.1
H -5.126 0.479 3.793 0.0 0.0 0.0
H -3.738 1.350 4.456 0.0 0.0 0.0
H -3.838 -0.417 4.594 0.0 0.0 0.0
H -3.537 -0.676 2.183 0.0 0.0 0.0
H -3.551 2.380 2.052 0.0 -0.1 0.0
H -4.789 1.309 1.383 0.0 0.0 0.0
H -3.157 1.304 0.709 0.0 -0.1 0.0
H 1.445 -0.185 1.843 0.0 0.0 0.1
H 0.874 0.838 3.190 0.1 -0.1 0.0
H -1.671 3.949 2.721 -0.1 0.0 0.0
H 1.040 5.038 1.823 0.0 0.0 0.0
H -0.164 5.917 2.776 0.0 0.0 0.0
H -0.537 5.444 1.117 0.0 0.0 0.0
H 1.129 3.205 3.704 0.0 0.0 0.0
H -0.412 2.437 4.195 0.0 0.0 0.0
H -0.077 4.116 4.600 0.0 0.0 0.0
H 3.597 3.394 0.389 0.0 0.1 0.0
H 3.647 0.951 2.224 0.0 0.0 0.0
H 3.947 2.631 2.707 0.0 0.0 0.0
H 5.066 1.802 1.625 0.0 0.0 0.0
H 2.972 0.466 -0.265 0.0 0.0 0.1
H 4.318 1.431 -0.860 0.0 0.0 0.0
H 2.661 1.831 -1.337 0.0 0.1 0.1
H -0.631 -2.929 4.701 0.0 0.0 0.0
H 1.921 -1.382 4.033 0.0 0.0 0.0
H 1.565 -3.043 3.516 0.0 0.0 0.0
H 1.742 -2.659 5.229 0.0 0.0 0.0
H 0.016 0.042 5.081 0.0 -0.1 0.0
H -0.073 -1.181 6.341 0.0 0.0 0.0
H -1.526 -0.739 5.445 -0.1 0.0 0.0
C 0.732 -2.171 -6.006 0.0 0.3 0.0
N 0.499 -0.742 -5.793 0.0 -0.3 -0.2
C 0.224 0.172 -6.801 0.1 -0.2 0.2
C 0.061 1.367 -6.216 0.1 0.0 0.2
N 0.244 1.170 -4.847 -0.3 0.3 0.2
C 0.508 -0.135 -4.592 0.0 0.0 0.0
S 0.892 -0.882 -3.114 0.4 -0.1 -0.3
C 0.091 2.232 -3.890 0.1 -0.3 -0.4
C 0.907 3.337 -4.038 0.1 0.1 0.0
C 0.691 4.420 -3.204 0.1 0.1 0.0
C -0.326 4.346 -2.268 0.0 0.0 0.0
C -1.065 3.180 -2.197 -0.1 -0.2 0.0
N -0.869 2.116 -2.987 0.0 0.0 0.2
H 0.952 -2.318 -7.060 0.0 0.0 0.0
H -0.153 -2.739 -5.729 0.0 0.0 0.0
H 1.575 -2.494 -5.403 0.0 0.0 0.0
H 0.167 -0.120 -7.835 0.0 0.0 0.0
H -0.172 2.333 -6.625 0.0 0.0 0.0
H 1.680 3.343 -4.795 0.0 0.0 0.0
H 1.302 5.309 -3.294 0.0 0.0 0.0
H -0.550 5.172 -1.608 0.0 0.0 0.0
H -1.864 3.096 -1.469 0.0 0.0 0.0
C 2.822 -5.661 -1.337 0.0 0.0 0.0
C 1.475 -4.993 -1.294 0.0 0.0 0.0
C 0.712 -4.848 -2.455 0.0 0.0 0.0
C -0.528 -4.242 -2.423 0.1 0.0 0.1
C -1.031 -3.782 -1.207 0.2 0.1 -0.2
C -0.294 -3.915 -0.036 0.0 -0.1 0.0
C 0.953 -4.522 -0.092 0.0 0.0 0.1
S -2.580 -2.944 -1.111 -0.2 0.2 0.1
C -3.561 -4.009 -2.139 -0.2 0.1 -0.2
O -2.444 -1.633 -1.913 -0.7 -1.2 0.1
H 3.194 -5.745 -2.356 0.0 0.0 0.0
H 2.764 -6.668 -0.921 0.0 0.0 0.0
H 3.553 -5.107 -0.748 0.0 0.0 0.0
H 1.099 -5.221 -3.396 0.0 0.0 0.0
H -1.093 -4.130 -3.338 0.0 0.0 0.0
H -0.702 -3.571 0.907 0.0 0.0 -0.1
H 1.525 -4.646 0.820 0.0 0.0 0.0
H -3.323 -3.784 -3.178 0.0 -0.1 0.0
H -4.607 -3.786 -1.939 0.0 0.0 -0.1
H -3.340 -5.044 -1.891 0.0 0.0 0.0
```
Forces are in eV/Å.

Relative energy (zero: lowest compared OMol25 entry of this formula, charge and spin)   12.13 kcal/mol
Charge   +2
Orbital gap   8.79 eV
HOMO energy   -12.798 eV
2S+1   1